Here is C9H6CrF18O17S5 as an isolated structure from OMol25. Energies are from the ωB97M-V functional and the def2-TZVPD basis.

```
56
Properties=species:S:1:pos:R:3:forces:R:3:mulliken_spin:R:1
Cr 0.302600 -0.347683 0.388575 -0.804 1.055 -2.056 2.951
C -1.636310 1.409787 -1.932075 2.170 -0.349 2.481 -0.012
O -1.946990 2.786077 -1.624785 -1.165 -0.270 -1.824 0.004
O -0.739530 0.965857 -0.915905 -1.442 -0.166 -0.449 0.004
C -2.989370 0.639137 -2.199865 0.712 0.018 -0.034 0.003
F -3.189510 0.429927 -3.528475 0.782 -0.332 -0.896 0.000
F -2.942740 -0.543403 -1.628975 -0.765 -0.033 0.380 0.001
F -4.124870 1.314597 -1.923095 -0.112 0.047 1.375 0.000
C -2.395530 3.549107 -2.810115 1.938 -0.277 0.940 -0.001
C -3.147900 4.757727 -2.339425 -0.641 -0.206 0.482 0.000
H -2.609720 5.274897 -1.545075 0.079 0.034 -0.121 0.000
H -3.411910 5.445027 -3.143175 0.263 0.061 -0.172 0.000
H -4.092800 4.411317 -1.920765 -0.102 0.046 0.195 0.000
H -2.936700 3.026037 -3.598565 -0.265 -0.572 0.432 0.000
H -1.439870 3.830077 -3.252675 0.066 0.332 -0.441 0.000
H -1.062250 1.272717 -2.848465 -0.169 0.513 -0.626 0.006
C -2.734540 -1.953513 3.364565 2.750 -0.156 0.742 -0.002
F -3.703440 -1.678103 4.218545 -1.286 -0.269 -0.217 0.000
F -1.679120 -2.298203 4.185185 -0.649 0.824 -1.067 0.000
F -2.932490 -3.041763 2.621435 -0.922 0.394 0.062 0.000
S -2.424340 -0.415993 2.315305 0.291 4.322 -0.677 0.003
O -3.615740 -0.118193 1.528375 0.285 -1.430 1.209 0.001
O -2.012880 0.690507 3.187665 -0.935 -2.177 0.002 0.005
O -1.308870 -0.777643 1.438625 0.345 -1.468 -0.184 0.003
C -1.055000 -4.399563 -0.711735 3.124 1.592 -1.061 0.001
F -0.084800 -4.909343 0.123635 -1.780 0.428 -0.718 0.000
F -1.347020 -5.329553 -1.632115 -0.721 -0.359 0.730 0.000
F -2.106150 -3.966453 -0.038095 0.255 -0.741 -0.186 0.001
S -0.230920 -2.968923 -1.785495 -1.212 0.953 -3.452 0.002
O -1.253810 -2.492133 -2.750315 0.744 -1.675 1.504 0.002
O 0.023110 -1.897983 -0.847265 0.350 0.175 1.612 -0.017
O 0.948790 -3.489823 -2.473155 -0.999 -0.329 1.546 0.000
C 3.455740 -2.085493 3.361455 -2.238 0.548 -1.777 0.002
F 3.029350 -1.080043 4.159715 0.797 -0.505 -0.608 0.000
F 4.349720 -1.657793 2.442915 -0.303 -0.142 1.225 0.000
F 4.000190 -3.023433 4.132765 0.010 0.072 -0.274 0.000
S 1.868450 -2.746343 2.315665 -1.542 -3.678 0.014 0.001
O 0.907960 -3.274473 3.327115 2.129 1.451 -1.136 0.002
O 1.270800 -1.631433 1.544495 1.480 -0.418 1.157 0.004
O 2.401170 -3.836813 1.449605 -0.128 2.498 1.590 0.001
C 2.674790 0.210447 -3.283305 -0.693 1.187 1.680 0.001
F 2.503160 1.479827 -3.668475 -0.021 0.624 -0.244 0.000
F 1.484100 -0.364603 -3.406355 0.549 -0.645 -0.312 0.001
F 3.597090 -0.285753 -4.095905 -0.032 -0.801 -0.110 0.000
S 3.251750 0.248787 -1.445395 -0.941 0.636 1.694 0.000
O 2.007360 -0.083833 -0.629485 2.206 0.827 -1.876 0.023
O 4.244580 -0.784313 -1.355825 -0.081 -0.274 -0.257 -0.001
O 3.769270 1.608707 -1.242375 -1.104 -1.518 -0.485 0.002
C 3.380710 2.301087 2.281785 -1.550 -0.770 -0.914 0.002
F 3.833900 3.370777 1.496075 -0.367 -2.405 1.629 0.000
F 3.786920 1.059667 1.794755 0.033 2.667 0.812 0.001
F 3.836700 2.446787 3.557615 -0.015 -0.010 -1.594 0.000
S 1.364480 2.263197 2.308635 -1.258 1.097 1.957 0.004
O 0.964170 3.524687 1.718095 0.852 -0.803 -0.165 0.004
O 0.927140 1.055547 1.606425 0.613 0.027 -0.687 -0.004
O 0.971140 2.110287 3.707695 1.422 0.352 -0.830 0.000
```
Forces are in eV/Å.

Results
- <S²>: 3.7627
- Spin multiplicity: 4
- Electronic energy: -175752.1984 eV
- LUMO level (spin up / spin down): 6.253 / 6.254 eV
- Charge: -3

---

Here is C20H28N12ReS as an isolated structure from OMol25. Energies are from the ωB97M-V functional and the def2-TZVPD basis.

```
62
Properties=species:S:1:pos:R:3:forces:R:3:mulliken_spin:R:1
Re -0.280424 0.231203 0.075641 1.973 0.221 -0.156 2.552
C -2.929280 -2.834826 -1.635898 0.024 -0.211 -0.192 -0.005
C -2.023301 -1.681395 -1.408103 -0.029 -0.087 -0.071 0.043
N -1.108357 -1.637556 -0.480170 -0.042 0.098 0.060 -0.065
N -0.855428 -2.770734 0.260946 -0.180 -0.218 0.192 0.004
C 0.270447 -2.825775 0.990990 0.139 0.167 -0.142 0.001
N 0.573763 -3.905848 1.664300 -0.047 -0.104 -0.030 0.002
S 1.297048 -1.443186 1.001692 -0.334 0.453 -0.055 0.034
C -2.066088 -0.490647 -2.253087 0.016 0.118 -0.144 0.076
C -2.727943 -0.472606 -3.462012 -0.061 -0.049 0.009 0.017
C -2.665294 0.666394 -4.267596 0.005 0.063 0.025 0.021
C -1.961086 1.762245 -3.808219 -0.125 -0.064 -0.035 -0.001
C -1.315516 1.678646 -2.582483 0.013 0.047 0.064 0.047
N -1.324213 0.575141 -1.824548 0.038 -0.059 0.589 0.000
H -3.201347 -3.357116 -0.717857 0.014 0.056 0.032 0.003
H -2.479010 -3.560067 -2.326129 0.063 0.015 0.039 0.009
H -3.860050 -2.509814 -2.096132 0.000 0.051 0.039 0.002
H -1.420205 -3.595813 0.091734 -0.031 0.031 -0.042 0.000
H 0.028955 -4.760272 1.607286 0.045 -0.027 -0.006 0.000
H 1.410624 -3.951669 2.235580 0.028 0.046 -0.040 0.002
H -3.278515 -1.338526 -3.803123 -0.029 0.012 0.028 0.003
H -3.173768 0.689823 -5.223745 0.007 -0.009 -0.001 0.000
H -1.915396 2.678785 -4.381881 0.053 0.011 0.027 0.001
H -0.769162 2.522918 -2.200578 -0.048 -0.004 -0.035 0.003
N -1.715902 1.051710 3.934763 -0.018 0.014 0.031 0.024
C -1.719388 -0.302642 4.159916 0.001 -0.106 -0.029 -0.009
C -1.264718 -0.883867 3.022181 -0.014 0.003 0.076 0.028
N -0.982793 0.109942 2.099218 -0.385 0.000 -0.369 0.026
C -1.273590 1.269084 2.697016 -0.084 -0.105 0.092 0.023
C -1.086552 2.459181 1.922043 -0.008 0.247 0.000 0.027
N -0.577809 2.325255 0.688376 0.017 -0.590 -0.166 -0.026
C -0.601187 3.598920 0.138444 -0.042 0.149 -0.081 0.033
C -1.104102 4.469225 1.049369 0.020 -0.001 -0.052 -0.004
N -1.398620 3.731070 2.166150 -0.021 -0.006 -0.011 0.022
H -2.012530 1.743303 4.613755 0.049 0.014 0.005 0.000
H -2.037005 -0.743705 5.091247 -0.005 0.076 0.028 -0.001
H -1.128516 -1.932969 2.845987 -0.015 0.009 -0.048 0.000
H -0.274554 3.848265 -0.852669 0.052 -0.027 0.042 -0.005
H -1.279764 5.531361 0.986038 0.029 0.004 0.048 0.000
H -1.801698 4.114940 3.013178 0.015 -0.017 0.015 -0.001
C 1.855584 2.184890 -1.646877 0.296 0.184 -0.187 0.031
N 3.122775 2.598817 -2.141686 0.146 0.678 -0.470 0.012
C 4.068391 2.817880 -1.038317 -0.359 -0.469 -0.037 0.002
N 4.216399 1.544980 -0.328238 0.712 0.092 0.492 -0.001
C 2.982475 1.102642 0.223390 0.299 0.252 0.086 0.010
N 1.953592 0.877480 -0.883873 -1.777 -0.416 0.570 0.053
C 2.568746 -0.142444 -1.836335 0.271 -0.055 -0.308 0.013
N 3.815478 0.337667 -2.330512 0.512 -0.409 -0.452 0.008
C 3.666021 1.595797 -3.068411 -0.247 -0.140 0.462 0.000
C 4.780737 0.536104 -1.237767 -0.658 0.161 -0.002 -0.002
H 1.178403 2.042529 -2.489763 0.057 -0.128 0.013 -0.010
H 1.474162 2.946532 -0.969997 0.088 -0.095 0.083 -0.006
H 3.697799 3.590763 -0.363325 -0.043 -0.019 0.000 0.000
H 5.031290 3.133256 -1.432462 -0.006 0.008 -0.014 0.000
H 2.593000 1.848545 0.921682 -0.105 0.010 -0.073 -0.013
H 3.149594 0.163474 0.751687 -0.026 -0.005 -0.062 0.013
H 1.879713 -0.316751 -2.666947 -0.097 0.096 0.057 0.004
H 2.729901 -1.075405 -1.296025 -0.075 0.046 0.065 -0.001
H 2.996918 1.464305 -3.920123 -0.033 -0.017 0.027 0.000
H 4.636638 1.920018 -3.435597 -0.008 0.018 -0.012 0.000
H 5.723927 0.892999 -1.643815 0.012 -0.009 0.016 0.000
H 4.957389 -0.400177 -0.707406 -0.043 -0.003 0.010 0.000
```
Forces are in eV/Å.

Results
- <S²>: 3.7917
- Spin multiplicity: 4
- Electronic energy: -52000.9620 eV
- LUMO level (spin up / spin down): -13.459 / -14.463 eV
- Charge: +4

---

<S²> of number 2 (C20H28N12ReS)?
3.7917

---

Which of these has the highest electronic energy?
C20H28N12ReS